(1)
Here is a gas-phase ion, C2H6N3O2 (charge -1) in a non-equilibrium geometry from the Open Molecules 2025 dataset. Energies are from wB97M-V/def2-TZVPD.

The total energy is -394.3708 Eh. Its structure (SMILES) is CN([O-])N(C)N=O. For the HOMO energy (spin up / spin down), the calculation gives -1.53 / -1.54 eV. Its molar mass is 104.09 g mol⁻¹. The calculation puts the energy above the lowest of the compared OMol25 structures with the same formula, charge and spin at 7.873 eV. The total charge is -1.

Last columns: bonded neighbours and bond lengths (Å).
Positions of all 13 atoms, in Å:
1 N -0.5129 0.7023 -0.2177  C3 1.425, N6 1.456, O10 1.317
2 N -0.3904 -1.8308 0.1995  N6 1.426, O12 1.243
3 C -1.0363 1.2722 0.9792  N1 1.425, H5 1.046, H7 1.135, H13 1.089
4 H 2.3134 -0.2999 -0.3821  C11 1.185
5 H -0.2558 1.8837 1.3131  C3 1.046
6 N 0.1844 -0.5745 -0.1519  N1 1.456, N2 1.426, C11 1.461
7 H -1.4210 0.4006 1.5957  C3 1.135
8 H 1.4765 -0.4461 -1.9496  C11 1.086
9 H 1.5195 -1.9373 -0.8959  C11 1.132
10 O 0.1143 1.6198 -0.9247  N1 1.317
11 C 1.3970 -0.8129 -0.9308  H4 1.185, N6 1.461, H8 1.086, H9 1.132
12 O -1.5088 -1.8390 0.7422  N2 1.243
13 H -1.8799 1.8620 0.6228  C3 1.089

So, what does the Löwdin scheme give us? The charges, in e, come out as: atom 1 (N): -0.38, atom 2 (N): -0.13, atom 3 (C): -0.12, atom 4 (H): 0.09, atom 5 (H): 0.04, atom 6 (N): -0.14, atom 7 (H): 0.08, atom 8 (H): 0.05, atom 9 (H): 0.07, atom 10 (O): -0.31, atom 11 (C): -0.12, atom 12 (O): -0.19, atom 13 (H): 0.07

(2)
Here is 2 unconnected molecules or ions with the total composition C2H6N3O2 in a non-equilibrium geometry from the Open Molecules 2025 dataset. Energies are from wB97M-V/def2-TZVPD.

The total energy is -394.6271 Eh. For the HOMO energy, the calculation gives -4.43 eV. Its molar mass is 104.09 g mol⁻¹. The calculation puts the energy above the lowest of the compared OMol25 structures with the same formula, charge and spin at 0.900 eV. The total charge is -1.

Last columns: bonded neighbours and bond lengths (Å).
Positions of all 13 atoms, in Å:
1 H -1.8159 -2.9556 -0.1400  N6 1.017
2 N -0.1545 2.3850 1.4630  H4 1.029, H12 1.014, C13 1.452
3 H 0.8188 -0.5042 -0.4839  N10 1.060
4 H -0.4150 3.3050 1.0825  N2 1.029
5 C -0.1957 -2.2972 -0.9741  N6 1.324, H9 1.114, N10 1.385
6 N -1.0706 -2.2826 0.0192  H1 1.017, C5 1.324
7 H 1.0936 -1.1347 -2.1003  N10 0.989
8 O 0.8549 0.4054 0.8724  C13 1.259
9 H -0.1912 -3.1429 -1.6993  C5 1.114
10 N 0.7201 -1.2823 -1.1965  H3 1.060, C5 1.385, H7 0.989
11 O -0.3663 1.5756 -0.6123  C13 1.218
12 H 0.4749 2.4534 2.2554  N2 1.014
13 C 0.1393 1.3622 0.4749  N2 1.452, O8 1.259, O11 1.218

So, what does the Löwdin scheme give us? The charges, in e, come out as: atom 1 (H): -0.02, atom 2 (N): 0.06, atom 3 (H): 0.03, atom 4 (H): 0.06, atom 5 (C): -0.38, atom 6 (N): 0.01, atom 7 (H): 0.05, atom 8 (O): -0.11, atom 9 (H): 0.09, atom 10 (N): 0.06, atom 11 (O): -0.06, atom 12 (H): 0.04, atom 13 (C): -0.85

molar mass of number 1 (C2H6N3O2)?
104.09 g mol⁻¹